# 1
The following is a DFT calculation (ωB97M-V/def2-TZVPD) of a structure of composition C44H38CoN4O5S3.

Each line ends with the Mulliken charge.
Atoms and positions in Å:
Co: 1.510 -0.472 -1.616  -0.459
O: 4.832 -2.664 -2.091  -0.793
C: 4.105 -1.683 -1.990  -0.224
O: 3.155 -1.518 -1.151  -0.223
C: 4.423 -0.451 -2.872  0.194
C: 4.202 0.835 -2.062  0.140
C: 4.917 2.025 -2.700  -0.990
C: 4.021 2.298 -3.936  -1.098
C: 2.953 1.218 -3.774  -0.110
O: 2.807 1.136 -2.337  -0.147
C: 3.513 -0.171 -4.125  -0.018
C: 2.310 -1.075 -4.381  -0.016
O: 2.129 -1.551 -5.495  -0.788
O: 1.472 -1.166 -3.410  -0.465
H: 5.459 -0.568 -3.186  0.526
H: 4.347 0.717 -0.993  0.254
H: 5.944 1.777 -2.962  0.400
H: 4.928 2.880 -2.023  0.300
H: 4.552 2.190 -4.881  0.375
H: 3.580 3.293 -3.898  0.373
H: 1.991 1.443 -4.228  0.614
H: 4.098 -0.146 -5.042  0.546
N: -0.102 -1.469 -1.169  -0.252
S: -1.520 -1.251 -1.209  1.919
N: -2.248 -0.181 -0.147  -0.345
S: -1.734 0.163 1.236  1.431
N: -0.403 -0.389 1.783  0.552
S: 1.052 0.272 1.328  0.838
N: 1.337 0.608 -0.047  0.146
C: 2.103 -0.925 2.118  0.933
C: 1.650 -2.129 2.636  -0.324
C: 2.581 -3.040 3.116  -0.743
C: 3.934 -2.743 3.070  -0.580
C: 4.373 -1.540 2.533  -0.737
C: 3.457 -0.625 2.047  -0.401
C: 1.213 1.691 2.401  0.392
C: 1.590 2.888 1.822  -0.318
C: 1.736 4.003 2.640  -0.818
C: 1.518 3.902 4.006  -0.554
C: 1.152 2.686 4.573  -0.801
C: 0.997 1.571 3.765  -0.488
C: -2.893 -0.417 2.443  0.188
C: -2.498 -0.573 3.763  -0.090
C: -3.439 -0.993 4.691  -0.767
C: -4.745 -1.242 4.291  -0.623
C: -5.121 -1.083 2.966  -0.816
C: -4.191 -0.658 2.026  -0.717
C: -1.819 1.934 1.296  0.524
C: -2.073 2.589 2.492  -0.311
C: -2.117 3.975 2.495  -0.772
C: -1.916 4.676 1.313  -0.645
C: -1.666 4.004 0.126  -0.763
C: -1.626 2.617 0.105  -0.636
C: -2.443 -2.731 -0.882  0.175
C: -2.300 -3.277 0.388  -0.104
C: -2.902 -4.489 0.673  -0.823
C: -3.633 -5.150 -0.309  -0.666
C: -3.757 -4.601 -1.575  -0.799
C: -3.158 -3.381 -1.872  -0.424
C: -2.205 -0.594 -2.711  0.385
C: -3.316 0.243 -2.769  -0.351
C: -3.711 0.734 -4.003  -0.757
C: -3.002 0.389 -5.150  -0.532
C: -1.895 -0.444 -5.074  -0.835
C: -1.483 -0.946 -3.846  -0.523
H: 0.593 -2.353 2.641  0.205
H: 2.248 -3.991 3.509  0.435
H: 4.655 -3.459 3.442  0.395
H: 5.432 -1.326 2.471  0.413
H: 3.782 0.302 1.590  0.244
H: 1.761 2.914 0.751  0.617
H: 2.029 4.950 2.205  0.471
H: 1.642 4.772 4.637  0.415
H: 0.993 2.608 5.640  0.454
H: 0.722 0.613 4.190  0.252
H: -1.467 -0.400 4.040  0.252
H: -3.148 -1.134 5.724  0.452
H: -5.475 -1.570 5.020  0.403
H: -6.136 -1.293 2.658  0.459
H: -4.452 -0.538 0.983  0.444
H: -2.226 2.033 3.407  0.421
H: -2.308 4.505 3.418  0.443
H: -1.958 5.757 1.319  0.404
H: -1.499 4.556 -0.789  0.481
H: -1.429 2.072 -0.808  0.420
H: -1.698 -2.770 1.133  0.312
H: -2.792 -4.927 1.657  0.467
H: -4.097 -6.102 -0.087  0.396
H: -4.315 -5.122 -2.341  0.434
H: -3.246 -2.955 -2.863  0.483
H: -3.851 0.506 -1.867  0.377
H: -4.567 1.393 -4.071  0.442
H: -3.311 0.784 -6.110  0.408
H: -1.330 -0.701 -5.961  0.506
H: -0.581 -1.546 -3.764  0.535

Results
HOMO (alpha / beta)	-7.3 / -7.3	eV
orbital gap (alpha / beta)	6.802 / 6.825	eV
relative energy (zero: lowest compared OMol25 entry of this formula, charge and spin)	0.000	eV
calculated total energy	-132568.743	eV
2S+1	2

# 2
The following is a DFT calculation (ωB97M-V/def2-TZVPD) of a structure of composition C44H39BCoN9O4P2.

Each line ends with the Mulliken charge.
Atoms and positions in Å:
Co: 0.422 -1.714 -0.226  -0.802
O: -3.556 -1.802 -2.593  -0.430
C: -2.514 -2.408 -2.022  -0.530
O: -1.672 -3.031 -2.583  -0.452
C: -2.584 -2.251 -0.506  0.614
C: -3.847 -2.362 0.081  -0.668
C: -3.971 -2.434 1.444  -1.490
C: -2.806 -2.446 2.194  -0.889
C: -1.604 -2.302 1.552  1.673
N: -1.476 -2.132 0.228  1.025
C: -0.292 -2.367 2.248  -0.192
O: -0.171 -2.588 3.513  -0.475
O: 0.714 -2.212 1.603  -0.489
H: -3.534 -1.987 -3.545  0.454
H: -4.719 -2.416 -0.557  0.666
H: -4.947 -2.507 1.907  0.490
H: -2.842 -2.546 3.274  0.529
H: -0.984 -2.890 3.947  0.393
C: 0.746 -5.715 -1.202  -1.560
C: 0.276 -4.697 -0.379  -0.097
N: 0.686 -3.517 -0.842  0.084
N: 1.417 -3.746 -1.947  0.565
C: 1.463 -5.064 -2.189  0.035
B: 2.110 -2.539 -2.650  0.331
N: 0.980 -1.508 -2.966  1.097
C: 0.585 -1.001 -4.141  -0.231
C: -0.573 -0.270 -3.938  -2.220
C: -0.833 -0.392 -2.577  -0.552
N: 0.125 -1.129 -2.001  1.061
N: 2.993 -1.909 -1.538  0.654
C: 4.310 -1.874 -1.285  0.004
C: 4.513 -1.446 0.011  -1.822
C: 3.235 -1.251 0.519  -0.277
N: 2.329 -1.527 -0.419  1.171
N: 2.784 -2.944 -3.917  0.129
C: 4.034 -2.751 -4.442  -0.026
C: 4.055 -3.324 -5.677  -0.887
C: 2.752 -3.850 -5.843  -0.463
N: 1.983 -3.620 -4.794  -1.090
H: 0.580 -6.775 -1.101  0.487
H: -0.338 -4.774 0.508  0.423
H: 1.993 -5.452 -3.045  0.546
H: 1.143 -1.198 -5.044  0.623
H: -1.160 0.255 -4.676  0.598
H: -1.655 0.011 -2.007  0.688
H: 5.042 -2.167 -2.017  0.409
H: 5.453 -1.299 0.517  0.499
H: 2.937 -0.947 1.510  0.454
H: 4.815 -2.217 -3.929  0.374
H: 4.882 -3.358 -6.370  0.453
H: 2.351 -4.385 -6.693  0.489
C: 0.220 0.710 2.278  -0.215
P: 0.270 0.587 0.472  1.532
C: -1.195 1.519 -0.058  1.276
C: -1.109 2.645 -0.870  -0.244
C: -2.264 3.292 -1.286  -1.158
C: -3.511 2.833 -0.890  -1.275
C: -3.605 1.732 -0.047  -0.661
C: -2.452 1.078 0.364  -0.553
C: 1.738 1.474 -0.094  1.394
C: 1.960 1.676 -1.462  -0.228
C: 3.160 2.212 -1.903  -1.071
C: 4.158 2.534 -0.990  -0.910
C: 3.943 2.339 0.366  -0.871
C: 2.745 1.804 0.811  -0.787
P: 0.401 2.341 3.195  -0.252
C: -0.898 2.168 4.468  0.477
C: -0.935 3.219 5.383  -0.410
C: -1.863 3.232 6.412  -0.734
C: -2.763 2.184 6.556  -0.529
C: -2.730 1.128 5.662  -0.898
C: -1.801 1.119 4.625  0.359
C: -0.395 3.592 2.118  0.426
C: 0.416 4.442 1.369  -0.255
C: -0.146 5.439 0.579  -0.852
C: -1.523 5.609 0.550  -0.659
C: -2.341 4.781 1.310  -0.601
C: -1.782 3.775 2.086  -0.028
H: 0.990 0.051 2.680  0.948
H: -0.746 0.274 2.552  -1.061
H: -0.144 3.041 -1.160  0.538
H: -2.184 4.173 -1.912  0.589
H: -4.409 3.343 -1.219  0.485
H: -4.575 1.389 0.295  0.502
H: -2.538 0.238 1.042  0.024
H: 1.200 1.427 -2.189  0.333
H: 3.312 2.386 -2.962  0.516
H: 5.103 2.933 -1.338  0.451
H: 4.710 2.604 1.083  0.519
H: 2.592 1.671 1.876  0.311
H: -0.227 4.036 5.287  0.419
H: -1.879 4.059 7.112  0.419
H: -3.481 2.187 7.366  0.409
H: -3.434 0.310 5.767  0.386
H: -1.809 0.279 3.938  0.210
H: 1.495 4.343 1.422  0.552
H: 0.496 6.101 0.009  0.456
H: -1.959 6.404 -0.045  0.495
H: -3.416 4.923 1.304  0.488
H: -2.426 3.141 2.685  0.360

Results
total charge	+2
HOMO	-12.7	eV
orbital gap	5.961	eV
relative energy (zero: lowest compared OMol25 entry of this formula, charge and spin)	0.000	eV
calculated total energy	-124734.178	eV